{"formula": "C2H2F2O2S", "method": "ωB97M-V/def2-TZVPD", "e_homo_ev": -11.5242, "e_above_lowest_ev": 1.235, "orbital_gap_ev": 11.249, "smiles": "C=C(F)S(=O)(=O)F", "multiplicity": 1, "charge": 0, "max_force_ev_per_a": 4.77, "elements": ["C", "C", "F", "S", "O", "O", "F", "H", "H"], "coordinates": [[1.53047, 0.06323, 0.12621], [0.51945, -0.74383, -0.05546], [0.40495, -2.07716, -0.12120], [-1.45343, 0.22045, -0.23313], [-1.61983, 1.03346, -1.40323], [-2.45575, -0.58955, 0.29289], [-1.05686, 1.32524, 0.92297], [1.56114, 1.22986, 0.21608], [2.56985, -0.46170, 0.25487]], "forces_ev_per_angstrom": [[2.834, 0.531, 0.546], [-3.390, 0.909, -0.442], [0.342, 1.688, 0.061], [4.418, 1.793, -0.023], [0.245, -0.961, 0.648], [-1.339, -1.233, 0.674], [-0.460, -1.077, -0.861], [-0.635, -2.679, -0.336], [-2.016, 1.029, -0.266]]}



{"formula": "ClH54O31", "method": "ωB97M-V/def2-TZVPD", "e_homo_ev": -7.1248, "orbital_gap_ev": 8.468, "multiplicity": 1, "charge": -1, "max_force_ev_per_a": 3.63, "elements": ["Cl", "O", "O", "O", "O", "O", "H", "H", "O", "H", "H", "O", "H", "H", "O", "H", "H", "O", "H", "H", "O", "H", "H", "O", "H", "H", "O", "H", "H", "O", "H", "H", "O", "H", "H", "O", "H", "H", "O", "H", "H", "O", "H", "H", "O", "H", "H", "O", "H", "H", "O", "H", "H", "O", "H", "H", "O", "H", "H", "O", "H", "H", "O", "H", "H", "O", "H", "H", "O", "H", "H", "O", "H", "H", "O", "H", "H", "O", "H", "H", "O", "H", "H", "O", "H", "H"], "coordinates": [[-0.60684, -0.46894, 0.15741], [-0.13296, 0.84280, -0.29583], [-2.02162, -0.68611, -0.23305], [0.22868, -1.46358, -0.44001], [-0.52717, -0.39882, 1.58604], [-2.98139, 2.29932, 5.73508], [-3.01352, 1.93441, 4.85074], [-2.30130, 1.79283, 6.17912], [4.66642, 1.37042, 1.35917], [4.21890, 1.95216, 0.74473], [5.41405, 1.88023, 1.67119], [-0.18577, 1.44662, 5.50350], [-0.47189, 2.20748, 4.99808], [0.76886, 1.51473, 5.52012], [-1.38108, -3.50933, 1.65714], [-0.46443, -3.62941, 1.40905], [-1.40525, -2.64982, 2.07774], [5.08821, -0.04658, -2.64632], [4.59030, -0.51183, -1.97411], [4.63655, 0.79189, -2.74228], [5.05083, -3.27220, -2.12712], [5.71626, -3.88480, -1.81384], [4.56316, -3.02513, -1.34140], [-4.04319, -3.38155, 0.76102], [-3.15805, -3.33402, 1.12227], [-4.57181, -3.75004, 1.46884], [-4.72472, -0.58521, 1.86491], [-3.96429, -0.13262, 2.22979], [-4.42201, -0.92123, 1.02129], [-6.29181, -0.44854, -2.43448], [-6.55863, -1.35799, -2.56841], [-6.89747, -0.11580, -1.77215], [-3.39446, 2.56320, -0.66278], [-3.64265, 1.70290, -1.00118], [-3.48196, 3.15071, -1.41338], [1.47267, -3.88252, 1.02850], [2.17943, -3.40230, 1.45989], [1.30024, -3.38758, 0.22754], [4.14260, -1.18924, 2.24034], [3.32887, -1.17418, 2.74417], [4.23739, -0.29558, 1.91079], [3.62840, -1.59273, -0.54431], [3.99165, -1.44361, 0.32864], [2.69491, -1.40242, -0.45152], [0.24540, 2.91287, 2.76234], [-0.46805, 3.45167, 2.42041], [0.67376, 2.55907, 1.98287], [0.88996, 4.02307, -1.32294], [0.36760, 4.47037, -1.98875], [0.25390, 3.51263, -0.82182], [3.11754, 3.78714, -0.20480], [2.23835, 3.76769, -0.58278], [3.26795, 4.70872, 0.00568], [-1.15194, -1.09659, 4.86765], [-0.58976, -0.32568, 4.94440], [-1.70622, -1.06801, 5.64752], [-2.08291, -1.99055, -5.15328], [-2.43435, -1.75104, -4.29576], [-1.27056, -1.48983, -5.22809], [2.10265, -0.24749, -2.67691], [1.68743, -0.46035, -3.51269], [1.42309, -0.41075, -2.02287], [3.69717, -2.54557, -4.08444], [4.06600, -2.90954, -3.27962], [3.20677, -1.77549, -3.79685], [1.65003, -1.54829, 3.56556], [1.23255, -1.92974, 4.33784], [0.94139, -1.46127, 2.92800], [-2.21995, 3.87921, 1.58080], [-2.56798, 4.77007, 1.61919], [-2.66385, 3.48019, 0.83249], [1.48043, 2.20535, -3.95807], [1.98474, 1.70671, -3.31522], [0.59100, 1.85895, -3.88637], [-2.68725, 1.44978, 3.24773], [-2.67982, 1.99744, 2.46272], [-2.01782, 0.78563, 3.08336], [-3.26921, -1.88456, -2.71901], [-4.12725, -1.80312, -2.30263], [-2.69903, -2.22428, -2.02930], [-1.33855, 1.64653, -3.81669], [-1.62341, 0.92016, -3.26218], [-1.81324, 2.40629, -3.47956], [0.97088, -1.24936, -4.93542], [1.21343, -0.40739, -5.32076], [0.83485, -1.82680, -5.68662]], "forces_ev_per_angstrom": [[-1.913, 2.921, -0.994], [-0.500, -0.715, -0.472], [1.915, 0.161, 0.327], [0.452, -0.908, 0.097], [0.171, -1.267, 1.079], [-0.255, 0.483, 1.000], [0.021, -0.174, -0.672], [0.175, -0.075, 0.144], [0.096, -0.132, 0.151], [-0.417, 0.391, -0.409], [0.179, 0.006, 0.099], [0.089, -0.320, 0.480], [-0.170, 0.286, -0.538], [0.297, 0.034, -0.064], [-0.648, -0.061, 0.187], [0.654, -0.230, -0.103], [0.086, 0.409, 0.262], [0.663, 0.327, -0.269], [-0.370, -0.322, 0.285], [-0.172, 0.114, -0.008], [0.943, -0.707, 0.684], [0.184, -0.206, -0.162], [-0.476, 0.497, 0.453], [-0.676, 0.082, -0.483], [0.759, -0.176, -0.003], [-0.147, 0.020, 0.137], [-0.459, 0.135, 0.043], [0.234, 0.295, 0.265], [0.192, -0.414, -0.204], [0.255, 0.126, -0.128], [-0.100, -0.268, -0.093], [-0.112, 0.090, 0.259], [0.081, 0.391, 0.036], [0.017, -0.559, 0.145], [-0.105, 0.186, -0.165], [-0.310, -0.328, 0.109], [0.264, 0.197, 0.253], [-0.001, 0.218, -0.421], [0.320, -0.643, -0.308], [-0.525, -0.204, 0.448], [0.305, 0.838, -0.022], [0.062, -0.208, -0.475], [0.196, -0.011, 0.872], [-0.360, 0.094, -0.139], [0.308, 0.032, 0.495], [-0.470, 0.124, -0.209], [0.167, -0.276, -0.187], [-0.954, 0.228, -0.081], [0.178, 0.045, -0.367], [-0.314, -0.441, 0.203], [1.366, -0.413, 0.802], [-0.200, 0.111, -0.474], [0.055, 0.111, 0.076], [-0.083, -0.790, -0.363], [0.179, 0.739, 0.095], [-0.167, 0.011, 0.130], [0.188, -0.091, -0.779], [-0.424, -0.097, 0.496], [0.261, 0.139, 0.049], [0.470, 0.452, 0.344], [-0.211, -0.418, -0.074], [-0.383, -0.051, 0.307], [-0.861, 0.055, -1.227], [0.365, -0.148, -0.042], [0.018, 0.172, 0.066], [0.425, 0.040, 0.025], [-0.180, -0.131, 0.221], [-0.451, 0.206, -0.348], [0.283, 0.267, 0.285], [-0.088, 0.215, 0.212], [-0.220, -0.504, -0.663], [0.308, 0.490, -0.647], [0.161, -0.306, 0.357], [-0.533, -0.039, 0.124], [-0.402, -0.463, -0.291], [0.070, 0.491, -0.099], [0.506, -0.389, 0.023], [-0.076, 0.072, -0.144], [-0.230, 0.185, 0.107], [0.263, -0.050, 0.381], [0.054, 0.068, -0.265], [-0.074, -0.430, 0.262], [-0.027, 0.175, 0.048], [-0.462, 0.222, -0.068], [0.081, 0.468, -0.383], [0.209, -0.448, -0.079]]}



{"formula": "C2H10N", "method": "ωB97M-V/def2-TZVPD", "e_homo_ev": -15.8190, "e_above_lowest_ev": 0.511, "orbital_gap_ev": 11.562, "multiplicity": 1, "charge": 1, "max_force_ev_per_a": 1.92, "elements": ["N", "H", "H", "H", "H", "C", "C", "H", "H", "H", "H", "H", "H"], "coordinates": [[1.94978, -0.06639, -0.09692], [1.64889, 0.66989, -0.75166], [2.11821, 0.38260, 0.80208], [2.85209, -0.44846, -0.42975], [1.12673, -0.66511, -0.13346], [-1.06632, 0.34307, 0.74588], [-1.23690, -0.30073, -0.61761], [-0.44282, 1.30580, 0.88152], [-2.13066, 0.48518, 0.98813], [-0.80571, -0.37086, 1.55284], [-1.87023, -1.18148, -0.54701], [-0.30415, -0.53399, -1.15857], [-1.83893, 0.38047, -1.23547]], "forces_ev_per_angstrom": [[0.590, 1.204, -0.923], [0.461, 0.150, 0.111], [-0.336, -0.206, 0.299], [-0.738, -0.291, 0.057], [0.152, -0.811, 0.595], [-0.428, 0.137, 1.296], [0.145, 0.612, -0.617], [-1.205, -1.395, -0.535], [0.497, 0.945, 0.440], [0.450, 0.215, -0.490], [0.359, -0.295, 0.111], [-0.491, -0.168, -0.200], [0.544, -0.097, -0.145]]}



{"formula": "C3H5AgO3", "method": "ωB97M-V/def2-TZVPD", "e_homo_ev": [-11.9060, -11.9048], "e_above_lowest_ev": 2.598, "orbital_gap_ev": [5.548, 4.569], "multiplicity": 2, "charge": 1, "max_force_ev_per_a": 4.07, "elements": ["H", "C", "C", "O", "C", "O", "H", "H", "H", "Ag", "O", "H"], "coordinates": [[-1.23933, 1.41871, 0.23636], [-0.78682, 0.71801, 0.96712], [0.57334, 0.17300, 0.58614], [0.65268, 0.15584, -0.83118], [1.69529, -0.44787, -1.34931], [1.44534, -0.56482, -2.63137], [-0.76855, 1.17809, 1.97558], [1.41582, 0.71117, 1.03302], [2.20046, -0.99418, -3.05152], [-3.79611, -0.95128, 1.14887], [-1.56660, -0.41906, 1.03810], [0.17450, -0.97761, 0.87820]], "forces_ev_per_angstrom": [[0.076, 0.032, 0.445], [0.272, -0.068, -0.722], [-1.248, -2.555, 0.274], [-0.941, 0.559, -0.223], [0.928, -0.573, 0.043], [-0.259, 0.298, -0.002], [-0.204, 0.036, -0.146], [-0.010, -0.734, 0.070], [0.061, 0.018, 0.110], [0.325, 0.126, -0.029], [-2.145, 0.279, 0.356], [3.146, 2.582, -0.177]]}



{"formula": "C4H6O", "method": "ωB97M-V/def2-TZVPD", "e_homo_ev": -9.4714, "e_above_lowest_ev": 3.500, "orbital_gap_ev": 10.440, "smiles": "C#CCOC", "multiplicity": 1, "charge": 0, "max_force_ev_per_a": 1.19, "elements": ["C", "C", "C", "O", "C", "H", "H", "H", "H", "H", "H"], "coordinates": [[-2.13706, 1.07105, -0.20253], [-0.98917, 1.40334, -0.09929], [0.42243, 1.16146, 0.10280], [0.21947, -0.36390, 0.33881], [0.83172, -1.61736, -0.01748], [-3.17565, 0.91791, -0.34556], [0.77347, 1.74185, 0.98924], [1.00336, 1.57651, -0.75108], [1.25773, -1.67470, -1.02610], [0.05304, -2.41457, 0.01013], [1.58228, -1.94167, 0.71788]], "forces_ev_per_angstrom": [[-0.370, 0.906, -0.210], [-0.459, -0.137, -0.123], [-0.152, -1.107, -0.001], [0.583, 0.838, 0.359], [0.374, 0.216, -0.084], [-0.155, -0.067, 0.040], [0.013, -1.165, -0.233], [-0.048, -1.168, 0.248], [0.057, 0.383, 0.118], [0.099, 0.948, 0.071], [0.058, 0.353, -0.183]]}